No. 1
19
Properties=species:S:1:pos:R:3:forces:R:3 method="wB97M-V/def2-TZVPD" lumo_energy_ha=0.0329 total_charge=0 gap_ev=9.61 multiplicity=1
C -3.051 3.603 1.894 -0.6 1.7 -0.1
C -3.615 2.684 0.821 -0.5 -0.8 0.2
N -2.576 1.865 0.205 -0.7 1.1 0.0
H -2.046 3.335 2.174 0.3 -0.2 0.3
H -3.035 4.664 1.596 0.4 -0.3 -0.4
H -3.679 3.714 2.781 0.1 -0.7 0.1
H -4.377 2.057 1.309 0.2 -0.2 -0.1
H -4.180 3.205 0.044 0.1 0.4 0.1
H -1.655 2.150 0.473 0.2 -0.7 -0.1
H -2.818 0.927 -0.033 0.5 -0.2 0.2
N 2.614 -1.922 -0.193 0.2 -0.6 0.1
C 2.824 -2.648 -1.481 -1.6 0.5 1.6
N 3.805 -3.681 -1.387 0.8 -0.2 -0.6
H 1.887 -2.425 0.290 -0.1 0.1 0.5
H 2.293 -0.967 -0.271 0.1 0.0 -0.4
H 1.868 -3.105 -1.737 -0.1 -0.2 -0.2
H 2.954 -1.860 -2.179 1.0 0.2 -1.2
H 4.733 -3.400 -1.675 -0.1 0.2 0.0
H 3.892 -4.027 -0.441 -0.2 0.1 0.0

---

No. 2
21
Properties=species:S:1:pos:R:3:forces:R:3 method="wB97M-V/def2-TZVPD" lumo_energy_ha="0.1394 / 0.0369" total_charge=-1 s_squared=0.761 gap_ev="7.36 / 4.51" multiplicity=2
C 0.154 3.033 0.380 -0.7 0.6 1.4
C -0.014 2.263 1.469 0.1 -1.3 -0.4
N -0.139 -2.631 0.061 1.3 -1.5 0.9
C -0.258 -1.490 -0.794 0.1 0.1 -0.4
N -1.380 -0.646 -0.363 1.6 0.1 -1.2
N 1.013 -0.732 -0.769 -1.0 -0.1 -0.2
H -0.472 2.588 2.426 1.3 0.4 -0.4
H 0.279 4.081 0.653 -0.8 0.4 -0.7
H 0.012 2.716 -0.661 1.2 -0.2 0.6
H 0.951 0.060 -1.460 0.2 0.2 -0.7
H 0.251 1.185 1.460 -1.2 0.3 -0.2
H -0.017 -3.567 -0.341 0.0 0.9 -0.4
H -2.218 -1.127 -0.600 -0.8 -0.3 0.0
H -1.223 -0.644 0.624 -0.3 0.3 1.4
H 0.638 -0.351 2.881 -0.8 -1.3 -1.6
H 0.581 1.820 -2.845 1.0 0.5 -1.1
H 1.058 -0.279 0.144 0.0 -0.4 0.6
O 0.258 1.300 -2.129 -1.2 -0.8 0.9
H -0.431 -1.860 -1.809 0.0 0.4 -0.1
H 0.624 -2.490 0.752 -1.1 0.2 0.0
O 0.269 -0.913 2.122 1.0 1.3 1.4

---

No. 3
20
Properties=species:S:1:pos:R:3:forces:R:3 method="wB97M-V/def2-TZVPD" lumo_energy_ha="-0.1586 / -0.1123" total_charge=+1 gap_ev="6.87 / 9.21" multiplicity=1
C 1.745 -0.165 -1.010 2.0 -2.0 0.4
C 0.470 -0.896 -0.547 0.8 -0.7 0.6
C -0.242 -0.154 0.511 0.5 -2.0 1.7
N -0.394 1.080 0.637 -0.3 1.3 1.1
N -1.931 -2.710 1.713 1.8 -2.6 0.5
N -1.612 -1.592 2.201 2.0 2.8 0.4
N 0.011 2.890 -1.224 3.2 -0.5 0.9
H 1.624 0.727 -1.579 -0.2 0.6 -0.1
H 2.519 -0.073 -0.200 -1.3 0.7 -0.1
H 2.396 -0.852 -1.598 -1.0 0.3 -0.4
H 0.829 -1.922 -0.139 -1.1 1.6 -0.7
H -0.292 -1.024 -1.309 0.2 -0.5 -0.6
H -0.569 1.454 1.587 -0.6 -0.4 -0.8
H -0.275 1.826 -0.152 0.5 -0.1 0.0
H -2.593 -2.651 1.031 -2.7 0.0 -1.9
H -1.392 -3.590 1.674 0.1 0.9 0.4
H -0.670 -1.580 2.644 -0.8 -0.5 0.0
H 0.841 3.438 -0.862 -1.8 -0.3 -0.5
H 0.374 2.416 -2.044 -0.7 0.3 -0.3
H -0.836 3.376 -1.334 -0.8 1.1 -0.6

---

No. 4
20
Properties=species:S:1:pos:R:3:forces:R:3 method="wB97M-V/def2-TZVPD" lumo_energy_ha="-0.2504 / -0.4639" total_charge=+2 s_squared=0.757 gap_ev="10.76 / 4.91" multiplicity=2
C 1.448 -0.752 -3.839 -0.3 -0.1 -0.1
N 0.631 -1.022 -2.647 0.1 0.2 0.5
C 0.709 -0.362 -1.528 0.2 1.0 0.0
N 0.133 -0.648 -0.372 -1.7 -0.3 0.6
H 0.841 -1.027 -4.696 0.1 0.1 -0.1
H 2.351 -1.355 -3.833 0.0 0.0 0.1
H 1.691 0.302 -3.893 0.1 0.1 0.0
H 0.011 -1.806 -2.708 -0.2 -0.6 0.1
H 1.269 0.570 -1.588 0.4 -0.3 0.2
H -0.673 -1.283 -0.421 0.7 -0.2 -0.1
H 0.007 -0.021 0.548 0.9 -0.7 -2.6
N -0.159 0.808 1.765 -0.5 2.0 2.7
C -1.288 0.290 2.583 -0.3 -1.6 -0.3
N -1.488 1.069 3.774 1.4 1.2 -0.9
H -0.342 1.812 1.642 0.2 -0.2 -0.7
H 0.742 0.781 2.268 -0.3 -0.3 -0.2
H -2.189 0.270 1.982 -0.1 0.3 0.0
H -1.059 -0.744 2.856 0.0 0.1 0.2
H -0.696 1.131 4.412 -0.1 -0.4 0.6
H -1.940 1.986 3.693 -0.6 -0.3 0.2

---

No. 5
21
Properties=species:S:1:pos:R:3:forces:R:3 method="wB97M-V/def2-TZVPD" lumo_energy_ha=0.0379 total_charge=0 gap_ev=9.34 multiplicity=1
C -0.679 -1.467 -1.170 -0.5 0.2 0.7
N -1.685 -1.308 -0.037 -0.4 0.8 -0.7
N 0.397 -1.973 -0.344 -0.8 0.1 0.7
H -0.677 -1.979 0.518 1.6 -0.7 -0.9
H 0.831 -2.787 -0.768 -0.1 -0.1 0.3
H -2.640 -1.551 -0.287 0.1 -0.2 0.1
H -1.697 -0.355 0.347 0.1 -0.1 -0.1
H -0.476 -0.499 -1.643 -0.1 -0.1 -0.1
H -1.103 -2.172 -1.896 0.1 0.2 0.0
C 0.417 2.177 -0.579 0.0 -0.1 0.1
N 0.981 1.236 0.367 0.1 0.0 -0.1
N 2.048 0.447 -0.124 -0.1 0.0 0.1
C 0.271 0.819 1.441 -0.1 -0.1 0.0
N -0.938 1.195 1.669 0.1 0.1 0.0
H 1.709 -0.528 -0.216 0.1 0.2 0.1
H 2.826 0.496 0.525 -0.1 0.0 -0.1
H -1.254 0.861 2.575 0.1 -0.1 0.0
H 0.841 0.134 2.076 0.0 0.0 0.0
H 1.234 2.721 -1.050 0.0 0.0 0.0
H -0.242 2.859 -0.045 0.0 0.0 0.0
H -0.165 1.674 -1.360 0.0 0.0 0.0

---

No. 6
19
Properties=species:S:1:pos:R:3:forces:R:3 method="wB97M-V/def2-TZVPD" lumo_energy_ha=0.0236 total_charge=0 gap_ev=10.20 multiplicity=1
C -0.347 -3.110 -0.551 0.0 0.6 -0.7
C 0.272 -2.072 0.376 0.2 0.0 0.0
C 0.346 -0.681 -0.250 -0.2 -0.2 -0.2
N 0.868 0.306 0.697 -0.4 -0.3 0.4
H -1.416 -2.909 -0.661 0.0 -0.4 0.2
H -0.116 -4.142 -0.297 -0.3 0.0 0.3
H 0.037 -2.974 -1.564 0.2 0.0 0.0
H -0.342 -1.963 1.273 0.1 -0.2 0.2
H 1.275 -2.391 0.673 0.0 0.1 0.1
H -0.690 -0.444 -0.532 0.1 0.2 0.0
H 0.903 -0.722 -1.186 0.2 0.1 0.0
H 1.664 0.858 0.405 0.0 -0.4 -0.2
H 1.079 -0.196 1.557 0.2 0.5 -0.1
O -1.203 2.264 -1.753 0.0 -0.1 0.9
H -1.487 2.907 -1.090 -0.1 0.2 -0.4
H -0.994 1.527 -1.158 0.1 -0.1 -0.4
O 0.001 4.707 1.722 0.0 -0.1 -0.4
H 0.332 3.844 1.435 -0.1 0.2 0.1
H -0.182 5.192 0.903 0.1 -0.2 0.3

---

Here are the calculated max |F| numbers, same order: 2.35, 2.19, 3.46, 3.37, 1.98, 0.95 (eV/A).